{"formula": "C20H51Br2NO13", "method": "wB97M-V/def2-TZVPD", "homo_energy_ev": -9.82, "smiles": "CCCCC[C@]1([C@@H](Br)[C@H](C)Br)OC(=O)O[C@@H]1CON=O.CO.CO.CO.CO.CO.CO.CO.CO", "symbols": ["C", "C", "C", "C", "C", "C", "C", "Br", "C", "C", "Br", "O", "C", "O", "O", "C", "C", "O", "N", "O", "H", "H", "H", "H", "H", "H", "H", "H", "H", "H", "H", "H", "H", "H", "H", "H", "H", "H", "H", "C", "O", "H", "H", "H", "H", "C", "O", "H", "H", "H", "H", "C", "O", "H", "H", "H", "H", "C", "O", "H", "H", "H", "H", "C", "O", "H", "H", "H", "H", "C", "O", "H", "H", "H", "H", "C", "O", "H", "H", "H", "H", "C", "O", "H", "H", "H", "H"], "positions_angstrom": [[3.78076, 2.76545, 1.70688], [3.09736, 2.88390, 0.34539], [2.13122, 4.06809, 0.21965], [0.91242, 4.05476, 1.15942], [-0.32964, 3.34639, 0.57668], [-0.80116, 2.13508, 1.40027], [-1.22366, 2.51666, 2.82209], [-2.67652, 3.81587, 2.76634], [-1.54021, 1.27934, 3.71141], [-2.95244, 1.10473, 4.23866], [-0.32973, 1.33282, 5.26214], [0.36628, 1.23469, 1.50193], [0.37715, 0.45180, 0.40350], [1.22756, -0.33730, 0.12030], [-0.74579, 0.67363, -0.34439], [-1.69397, 1.17429, 0.63042], [-3.04028, 1.56474, 0.04383], [-4.08339, 0.86554, 0.73243], [-4.12605, -0.42591, 0.17214], [-4.60882, -1.18916, 0.90852], [4.62292, 3.45428, 1.80013], [4.17470, 1.75309, 1.83800], [3.10490, 2.94121, 2.54590], [2.60700, 1.94646, 0.07524], [3.88163, 3.03299, -0.40667], [1.78359, 4.14565, -0.81819], [2.69789, 4.98864, 0.39933], [0.65963, 5.09268, 1.38611], [1.21768, 3.60977, 2.10860], [-1.14719, 4.06851, 0.51124], [-0.10265, 3.02459, -0.44102], [-0.41151, 3.05546, 3.30152], [-1.21155, 0.38675, 3.18293], [-3.17233, 1.84640, 5.00612], [-3.03960, 0.12199, 4.70755], [-3.68702, 1.16518, 3.43169], [-1.87689, 0.30257, 1.27044], [-3.25218, 2.62968, 0.08989], [-3.06786, 1.25226, -1.00720], [3.20084, 7.09477, -1.84715], [2.27427, 7.28764, -0.78384], [3.59384, 6.08558, -1.74816], [2.71717, 7.18846, -2.82296], [4.03164, 7.80242, -1.78817], [1.91746, 8.17644, -0.85605], [-6.47869, -4.18984, -0.66193], [-6.83888, -3.14857, 0.23438], [-7.39987, -4.58823, -1.08100], [-5.85475, -3.81752, -1.47940], [-5.95130, -4.99921, -0.14881], [-6.02908, -2.78858, 0.60717], [-1.53291, -1.40693, -3.31220], [-2.35499, -1.01480, -2.21261], [-2.18345, -1.52205, -4.17603], [-0.77859, -0.64833, -3.53379], [-1.03198, -2.35536, -3.11072], [-1.77882, -0.93023, -1.44630], [-3.56559, -2.82360, 5.73448], [-3.62584, -1.60084, 6.46011], [-3.77917, -2.59008, 4.69384], [-2.57300, -3.27772, 5.79615], [-4.31102, -3.53902, 6.09064], [-3.44018, -1.78975, 7.38304], [1.69369, -4.55638, -3.26914], [1.63212, -3.20923, -2.79673], [1.92661, -4.52444, -4.32829], [2.47351, -5.11976, -2.75523], [0.73647, -5.06710, -3.13677], [1.43064, -3.23508, -1.85771], [-1.07914, 7.38618, 0.35669], [-1.09941, 6.74992, 1.62873], [-0.54863, 6.72472, -0.32508], [-2.09042, 7.55420, -0.02386], [-0.54758, 8.34128, 0.39620], [-1.55403, 7.32598, 2.24856], [3.90199, -6.77751, -5.29389], [2.70162, -7.07263, -4.58013], [4.20129, -5.76933, -5.01455], [4.69364, -7.47680, -5.02357], [3.73165, -6.80887, -6.37410], [2.43293, -7.96386, -4.81521], [6.81866, -9.48100, -3.17337], [5.73294, -8.56246, -3.23970], [6.76776, -10.10356, -4.06310], [7.78124, -8.96338, -3.16128], [6.74685, -10.12249, -2.29144], [5.76622, -8.00662, -2.45689]], "forces_ev_per_a": [[0.0, -0.3, 0.0], [0.0, 0.2, -0.2], [0.1, 0.1, 0.1], [0.2, 0.2, -0.1], [-0.1, 0.2, 0.2], [0.5, 0.4, -0.4], [0.0, -0.6, 0.4], [0.0, -0.1, 0.0], [0.0, 0.2, 0.1], [0.0, -0.3, 0.0], [0.0, -0.1, 0.0], [-0.2, 0.1, 0.0], [0.5, -0.4, -0.3], [-0.4, 0.5, 0.1], [-0.1, -0.2, 0.3], [-0.2, -0.2, 0.3], [0.1, 0.1, -0.9], [0.2, 0.0, 0.1], [0.0, -0.2, 0.1], [-0.3, 0.1, 0.0], [-0.1, 0.1, 0.0], [0.0, 0.1, 0.0], [0.0, 0.0, -0.1], [-0.1, 0.0, 0.1], [-0.1, -0.1, 0.0], [0.0, 0.0, 0.1], [-0.1, -0.1, 0.1], [-0.1, -0.1, 0.0], [-0.1, 0.0, 0.0], [0.0, -0.1, 0.0], [-0.1, -0.1, 0.0], [0.0, 0.1, -0.3], [0.0, 0.1, 0.1], [-0.1, 0.1, -0.2], [0.0, 0.1, 0.0], [0.1, 0.1, 0.0], [-0.2, 0.2, 0.2], [0.0, -0.1, 0.2], [0.1, 0.1, 0.1], [-0.1, 0.1, 0.1], [0.0, 0.0, -0.1], [0.0, 0.0, 0.0], [0.0, 0.0, 0.0], [0.0, 0.0, 0.0], [0.0, 0.0, 0.0], [0.0, 0.1, 0.1], [0.0, -0.1, 0.0], [0.0, 0.0, 0.0], [0.0, 0.0, 0.0], [0.0, 0.0, 0.0], [0.0, 0.1, 0.0], [-0.1, 0.0, 0.2], [0.0, -0.1, -0.2], [0.0, 0.0, 0.0], [0.0, 0.0, 0.0], [0.1, 0.0, -0.1], [0.0, 0.1, -0.1], [0.0, 0.1, 0.1], [0.0, -0.1, -0.1], [0.0, 0.0, 0.0], [0.0, 0.0, 0.0], [0.0, 0.0, 0.0], [0.0, 0.0, 0.0], [0.0, 0.3, 0.2], [-0.1, -0.1, -0.1], [0.0, 0.0, 0.0], [0.0, -0.1, -0.1], [0.0, -0.1, -0.1], [0.0, 0.1, 0.0], [0.0, 0.0, 0.1], [0.0, 0.1, -0.1], [0.0, 0.0, 0.0], [0.0, 0.0, 0.0], [0.0, 0.0, 0.0], [0.0, 0.0, 0.1], [-0.2, -0.2, 0.0], [0.0, 0.1, -0.1], [0.0, 0.0, 0.0], [0.0, 0.1, 0.0], [0.0, 0.1, 0.0], [0.0, 0.0, 0.0], [-0.1, 0.1, 0.1], [0.2, -0.2, 0.0], [0.0, 0.0, 0.0], [0.0, 0.0, 0.0], [0.0, 0.0, 0.0], [-0.1, 0.0, 0.0]], "lowdin_charge": [-0.0975, -0.2438, -0.2064, -0.1571, -0.1071, -0.3912, -0.6010, 0.8535, -0.7278, -0.1869, 0.7160, 0.0932, -0.5423, 0.1744, 0.0627, -0.1929, -0.1115, -0.0832, 0.0035, 0.0829, 0.0710, 0.0740, 0.0619, 0.0866, 0.1044, 0.1098, 0.0975, 0.0969, 0.0938, 0.0834, 0.1294, 0.0513, 0.0755, 0.0658, 0.0571, 0.0592, 0.1555, 0.1113, 0.1308, -0.1509, -0.1367, 0.0693, 0.0785, 0.0776, 0.0693, -0.1632, -0.1304, 0.0748, 0.0758, 0.0742, 0.0265, -0.1363, -0.1495, 0.0763, 0.0816, 0.0654, 0.0381, -0.1557, -0.1326, 0.0719, 0.0772, 0.0760, 0.0748, -0.1664, -0.1328, 0.0691, 0.0703, 0.0780, 0.0684, -0.1516, -0.1560, 0.0697, 0.0787, 0.0748, 0.0768, -0.1500, -0.1371, 0.0766, 0.0511, 0.0766, 0.0759, -0.1526, -0.1327, 0.0775, 0.0761, 0.0750, 0.0799]}